No. 1
Below is a cluster of 7 separate species, C40H50BNO16 in total at a distorted geometry, with properties calculated with ωB97M-V with the def2-TZVPD basis set.

XYZ file:
```
108
C40H50BNO16 ωB97M-V with the def2-TZVPD basis set
C 5.716 -3.427 4.968
C 6.381 -2.408 3.888
N 5.977 -0.995 4.144
C 4.691 -0.643 3.538
C 3.369 -1.146 4.237
C 2.004 -0.822 3.600
C 1.910 0.009 2.266
C 3.185 0.538 1.576
C 4.591 0.204 2.212
B 5.880 0.770 1.408
O 7.135 1.165 1.992
O 5.715 0.927 -0.035
C 0.448 0.278 1.635
O 0.130 1.377 1.101
C -0.544 -0.991 1.713
C -1.459 -1.362 0.527
C -2.347 -2.638 0.686
C -2.292 -3.442 2.036
C -1.361 -3.055 3.226
C -0.460 -1.806 3.060
C 0.583 -1.316 4.190
O 0.323 -1.298 5.416
H 6.173 -4.479 4.902
H 4.601 -3.557 4.702
H 5.862 -3.056 6.049
H 6.048 -2.811 2.857
H 7.533 -2.494 3.944
H 6.722 -0.323 3.920
H 3.447 -1.764 5.205
H 3.109 1.158 0.626
H 7.827 0.574 1.620
H 5.166 0.178 -0.363
H -1.451 -0.750 -0.438
H -3.030 -2.993 -0.153
H -2.971 -4.365 2.119
H -1.338 -3.683 4.188
O -1.936 -2.541 -2.470
C -1.829 -1.747 -3.373
C -1.900 -0.250 -3.240
C -2.101 0.188 -4.676
C -1.407 -0.908 -5.450
O -1.582 -2.094 -4.664
H -0.955 0.117 -2.831
H -2.735 0.049 -2.608
H -1.707 1.182 -4.891
H -3.169 0.190 -4.913
H -0.335 -0.720 -5.565
H -1.848 -1.052 -6.436
O 0.851 -1.585 -9.794
C 0.487 -2.596 -9.253
C 1.095 -3.960 -9.440
C 0.029 -4.865 -8.860
C -0.618 -3.982 -7.819
O -0.523 -2.651 -8.341
H 2.028 -4.015 -8.874
H 1.270 -4.170 -10.495
H 0.421 -5.798 -8.449
H -0.700 -5.119 -9.636
H -0.095 -4.018 -6.859
H -1.667 -4.239 -7.659
O 2.051 6.228 3.623
C 1.415 5.207 3.690
C -0.086 5.101 3.639
C -0.323 3.698 4.154
C 0.936 2.978 3.734
O 1.971 3.969 3.784
H -0.416 5.217 2.603
H -0.554 5.849 4.278
H -1.233 3.236 3.766
H -0.393 3.715 5.246
H 0.873 2.590 2.714
H 1.180 2.155 4.410
O 0.368 3.685 7.600
C 1.325 2.970 7.751
C 2.543 3.292 8.573
C 3.536 2.258 8.087
C 2.640 1.110 7.683
O 1.431 1.722 7.222
H 2.304 3.162 9.631
H 2.891 4.307 8.378
H 4.282 1.979 8.835
H 4.066 2.641 7.209
H 2.400 0.453 8.525
H 3.078 0.512 6.882
O -3.383 0.323 -0.207
C -3.866 1.214 0.446
C -4.710 1.040 1.679
C -5.341 2.408 1.827
C -4.300 3.314 1.214
O -3.681 2.534 0.184
H -4.061 0.796 2.523
H -5.462 0.263 1.534
H -5.586 2.669 2.858
H -6.264 2.452 1.240
H -3.533 3.613 1.934
H -4.744 4.211 0.778
O -4.040 2.033 -6.790
C -4.354 1.064 -7.431
C -5.695 0.831 -8.070
C -5.649 -0.650 -8.376
C -4.173 -0.895 -8.582
O -3.511 0.032 -7.714
H -5.766 1.433 -8.980
H -6.505 1.076 -7.383
H -6.258 -0.941 -9.234
H -6.001 -1.215 -7.506
H -3.858 -0.695 -9.610
H -3.886 -1.915 -8.316
```

E_HOMO ... -8.58 eV
Total charge ... 0
SMILES ... CCNc1cc2c(cc1B(O)O)C(=O)c1ccccc1C2=O.O=C1CCCO1.O=C1CCCO1.O=C1CCCO1.O=C1CCCO1.O=C1CCCO1.O=C1CCCO1
2S+1 ... 1
Molecular weight ... 811.64 g mol⁻¹

Results of the Mulliken charge analysis, in e, for atoms 1 through 8: atom 1 (C): -0.9400, atom 2 (C): -0.2841, atom 3 (N): -0.2645, atom 4 (C): -0.8047, atom 5 (C): -0.6331, atom 6 (C): 0.5832, atom 7 (C): 0.5891, atom 8 (C): -0.6861


No. 2
Below is a cluster of 10 separate species, C40H50F30O20 in total at a distorted geometry, with properties calculated with ωB97M-V with the def2-TZVPD basis set.

XYZ file:
```
140
C40H50F30O20 ωB97M-V with the def2-TZVPD basis set
C 7.066 -0.140 -0.709
C 5.714 -0.225 0.073
O 5.778 -0.798 1.479
C 6.020 -2.083 1.714
O 6.244 -2.933 0.842
C 5.980 -2.484 3.227
F 5.553 -1.421 3.953
F 5.152 -3.506 3.424
F 7.234 -2.732 3.585
H 7.003 0.263 -1.719
H 7.462 -1.141 -0.882
H 7.773 0.468 -0.146
H 4.962 -0.753 -0.513
H 5.390 0.816 0.075
C -6.047 2.517 2.330
C -4.907 2.785 1.288
O -4.798 1.912 0.176
C -5.816 1.978 -0.745
O -6.838 2.681 -0.714
C -5.754 0.783 -1.734
F -4.644 0.049 -1.661
F -6.790 -0.031 -1.548
F -5.840 1.270 -2.966
H -6.957 2.744 1.775
H -6.049 3.210 3.171
H -5.892 1.573 2.852
H -3.946 2.745 1.800
H -4.949 3.837 1.004
C 2.004 -2.674 -4.826
C 0.548 -2.899 -5.321
O 0.286 -4.226 -5.645
C -0.858 -4.564 -6.368
O -1.590 -3.701 -6.907
C -1.024 -6.092 -6.554
F -2.136 -6.536 -6.020
F -1.040 -6.271 -7.862
F 0.050 -6.727 -5.997
H 2.095 -3.332 -3.962
H 2.255 -1.654 -4.539
H 2.602 -3.057 -5.653
H 0.385 -2.281 -6.204
H -0.126 -2.424 -4.609
C 0.723 8.452 5.565
C -0.337 7.661 4.875
O 0.279 6.640 4.088
C -0.355 5.994 3.181
O -1.609 6.080 3.049
C 0.508 5.086 2.241
F 1.732 4.844 2.744
F -0.155 3.990 2.086
F 0.670 5.629 1.026
H 1.339 7.754 6.130
H 0.398 9.272 6.206
H 1.403 8.972 4.891
H -1.030 8.249 4.273
H -0.925 7.180 5.656
C 5.218 -5.682 -1.436
C 4.791 -4.286 -2.003
O 5.773 -3.837 -2.883
C 5.777 -2.530 -3.298
O 4.893 -1.733 -3.083
C 6.954 -2.249 -4.317
F 7.803 -1.357 -3.811
F 7.626 -3.421 -4.435
F 6.559 -1.928 -5.546
H 5.363 -6.492 -2.150
H 4.451 -6.039 -0.749
H 6.158 -5.529 -0.905
H 4.573 -3.599 -1.185
H 3.863 -4.360 -2.570
C 1.794 -3.684 2.034
C 1.925 -2.955 3.369
O 2.419 -1.662 3.121
C 2.043 -0.581 3.864
O 1.092 -0.611 4.681
C 2.655 0.806 3.461
F 3.720 0.703 2.709
F 1.739 1.614 2.910
F 2.996 1.466 4.570
H 1.553 -4.705 2.332
H 2.747 -3.720 1.508
H 0.997 -3.336 1.377
H 2.545 -3.449 4.116
H 0.913 -2.933 3.774
C -5.631 -4.907 -6.082
C -5.767 -4.422 -4.612
O -4.452 -4.289 -4.004
C -4.461 -3.700 -2.797
O -5.535 -3.231 -2.256
C -3.080 -3.500 -2.191
F -3.019 -2.224 -1.772
F -2.937 -4.201 -1.048
F -2.060 -3.780 -2.991
H -4.960 -4.328 -6.717
H -6.627 -4.897 -6.526
H -5.286 -5.940 -6.061
H -6.432 -5.110 -4.090
H -6.329 -3.489 -4.660
C -1.824 0.936 -2.837
C -0.372 1.360 -3.126
O -0.414 2.842 -3.340
C 0.641 3.568 -2.825
O 1.607 3.066 -2.293
C 0.595 5.147 -3.181
F -0.508 5.491 -3.760
F 0.706 5.850 -2.045
F 1.644 5.433 -3.894
H -2.162 1.358 -1.891
H -1.954 -0.145 -2.771
H -2.435 1.312 -3.657
H 0.002 0.857 -4.018
H 0.099 1.020 -2.204
C -1.581 0.896 1.290
C -1.189 -0.438 0.724
O 0.170 -0.411 0.342
C 0.584 -1.171 -0.660
O -0.102 -1.900 -1.369
C 2.105 -1.014 -0.929
F 2.264 -0.542 -2.187
F 2.651 -0.197 -0.051
F 2.644 -2.228 -0.869
H -2.626 0.930 1.599
H -1.583 1.686 0.539
H -0.921 1.181 2.109
H -1.844 -0.654 -0.119
H -1.277 -1.369 1.284
C -5.376 3.884 8.400
C -4.014 4.349 7.829
O -3.726 3.483 6.731
C -2.539 3.570 6.092
O -1.570 4.266 6.400
C -2.507 2.708 4.828
F -3.534 1.835 4.639
F -2.410 3.547 3.790
F -1.446 1.930 4.862
H -5.467 4.326 9.392
H -5.304 2.824 8.642
H -6.231 4.152 7.780
H -3.264 4.229 8.612
H -4.093 5.391 7.518
```

E_HOMO ... -10.95 eV
Total charge ... 0
SMILES ... CCOC(=O)C(F)(F)F.CCOC(=O)C(F)(F)F.CCOC(=O)C(F)(F)F.CCOC(=O)C(F)(F)F.CCOC(=O)C(F)(F)F.CCOC(=O)C(F)(F)F.CCOC(=O)C(F)(F)F.CCOC(=O)C(F)(F)F.CCOC(=O)C(F)(F)F.CCOC(=O)C(F)(F)F
2S+1 ... 1
Relative energy (zero: lowest compared OMol25 entry of this formula, charge and spin) ... 4.5690 eV
Molecular weight ... 1420.76 g mol⁻¹

Results of the Mulliken charge analysis, in e, for atoms 1 through 8: atom 1 (C): -1.5782, atom 2 (C): 0.6433, atom 3 (O): -0.2752, atom 4 (C): 0.5415, atom 5 (O): -0.5961, atom 6 (C): 0.8411, atom 7 (F): -0.2403, atom 8 (F): -0.2209


No. 3
Below is a cluster of 4 separate species, C40H50NO12PS4 in total at a distorted geometry, with properties calculated with ωB97M-V with the def2-TZVPD basis set.

XYZ file:
```
108
C40H50NO12PS4 ωB97M-V with the def2-TZVPD basis set
C 1.309 -2.887 4.046
C 2.597 -2.030 3.501
C 3.957 -2.003 4.465
C 5.334 -1.186 3.998
C 5.385 -0.382 2.534
C 4.064 -0.399 1.561
C 4.006 0.326 0.055
C 2.724 1.362 -0.043
C 1.297 1.008 -0.837
C 1.249 -0.479 -1.602
C -0.001 2.064 -0.869
P -1.641 1.542 -1.762
O -2.942 2.213 -1.085
O -1.657 2.004 -3.469
O -1.953 -0.202 -1.623
C 0.192 3.543 -0.111
C -0.992 4.700 -0.112
C -1.665 4.967 1.358
C -3.118 4.191 1.579
O -4.062 4.431 0.666
N -3.251 3.331 2.816
C -3.743 1.933 2.515
C -5.066 1.528 1.633
C -5.557 -0.050 1.385
C -4.722 -1.333 2.032
C -3.376 -0.926 2.935
C -2.893 0.653 3.174
C 1.606 3.933 0.694
C 2.878 2.846 0.708
C 4.261 3.299 1.533
O 5.503 3.017 1.136
C 3.952 4.209 2.903
C 2.804 5.202 2.883
S 2.465 6.244 4.412
C 1.864 5.331 1.505
O 1.453 6.553 1.171
C 2.700 -1.220 2.076
H 0.362 -2.854 3.359
H 1.617 -4.031 4.140
H 1.036 -2.539 5.149
H 3.907 -2.592 5.481
H 6.238 -1.256 4.740
H 6.372 0.176 2.173
H 3.923 -0.593 -0.703
H 5.046 0.841 -0.226
H 0.891 -1.338 -0.876
H 2.287 -0.736 -2.132
H 0.494 -0.310 -2.512
H -2.377 1.437 -3.903
H -1.739 -0.385 -0.653
H -0.436 5.714 -0.411
H -1.791 4.544 -0.986
H -0.915 4.790 2.258
H -1.923 6.131 1.398
H -2.272 3.197 3.203
H -5.746 2.373 1.157
H -6.517 -0.307 0.751
H -5.100 -2.430 1.877
H -2.813 -1.855 3.419
H -1.934 0.787 3.844
H 4.657 4.083 3.854
H 3.259 5.732 5.469
H 1.755 -1.204 1.347
O 5.174 0.216 -2.568
S 5.786 0.737 -3.772
O 7.077 0.278 -4.247
C 4.608 0.614 -5.103
C 3.828 1.919 -5.036
C 4.868 3.011 -4.791
C 5.794 2.521 -3.679
H 3.982 -0.269 -4.968
H 5.169 0.538 -6.040
H 3.262 2.096 -5.955
H 3.119 1.889 -4.200
H 5.447 3.176 -5.708
H 4.399 3.963 -4.523
H 6.815 2.887 -3.815
H 5.423 2.811 -2.692
O 3.287 -3.401 -0.704
S 2.854 -4.581 -1.422
O 2.419 -5.786 -0.742
C 1.602 -4.102 -2.596
C 2.384 -3.731 -3.847
C 3.460 -4.805 -3.997
C 4.104 -5.004 -2.626
H 1.013 -3.275 -2.197
H 0.961 -4.970 -2.775
H 1.735 -3.680 -4.727
H 2.857 -2.750 -3.718
H 2.996 -5.742 -4.327
H 4.207 -4.527 -4.748
H 4.417 -6.041 -2.476
H 4.955 -4.333 -2.482
O -7.888 -1.647 0.022
S -8.885 -1.629 1.072
O -9.326 -0.400 1.701
C -10.315 -2.529 0.508
C -10.036 -3.969 0.913
C -9.461 -3.897 2.327
C -8.402 -2.796 2.335
H -10.436 -2.402 -0.570
H -11.189 -2.134 1.034
H -10.943 -4.580 0.874
H -9.298 -4.414 0.235
H -10.260 -3.645 3.034
H -9.036 -4.856 2.640
H -8.358 -2.287 3.302
H -7.415 -3.188 2.075
```

E_HOMO ... -7.84 eV
Total charge ... 0
SMILES ... Cc1cccc(Cc2c(C)c(P(=O)(O)O)c(CCC(=O)Nc3ccccc3)c3c2C(=O)C=C(S)C3=O)c1.O=S1(=O)CCCC1.O=S1(=O)CCCC1.O=S1(=O)CCCC1
2S+1 ... 1
Molecular weight ... 896.08 g mol⁻¹

Results of the Mulliken charge analysis, in e, for atoms 1 through 8: atom 1 (C): -1.0469, atom 2 (C): 0.3878, atom 3 (C): -0.3992, atom 4 (C): -0.4907, atom 5 (C): -0.3685, atom 6 (C): 0.2416, atom 7 (C): -0.1325, atom 8 (C): -0.0880